Below is C5H8N2 in the gas phase, with properties calculated with ωB97M-V with the def2-TZVPD basis set.

The value obtained for the LUMO energy is 1.1 eV. Its relative energy (zero: lowest compared OMol25 entry of this formula, charge and spin) is 404.33 kJ/mol. The structure (SMILES) is CC/N=C/N1C=C1.

Last column: natural (NBO) charge in e.
Element x y z (Å)
C (-2.4210, 0.1041, 0.2189)  -0.61
C (-1.3102, 0.1142, -0.8274)  -0.23
N (-0.0469, -0.1463, -0.1706)  -0.46
C (2.2291, -0.8537, 1.0069)  -0.03
C (3.0689, -0.3932, 0.1668)  -0.06
N (2.0206, 0.5716, 0.6216)  -0.47
C (0.8683, 0.7241, -0.1919)  0.25
H (-3.4079, 0.2103, -0.2426)  0.21
H (-2.3933, -0.8367, 0.7774)  0.21
H (-2.2801, 0.9214, 0.9341)  0.21
H (-1.3154, 1.0659, -1.3853)  0.16
H (-1.4856, -0.6908, -1.5515)  0.19
H (1.7507, -1.5679, 1.6518)  0.25
H (3.9520, -0.3712, -0.4476)  0.23
H (0.8208, 1.6807, -0.7317)  0.15



Below is a 2-piece molecular cluster, C4H11O overall at a distorted geometry, with properties calculated with ωB97M-V with the def2-TZVPD basis set.

The total charge is -1. The value obtained for the LUMO energy is 3.7 eV. Its relative energy (zero: lowest compared OMol25 entry of this formula, charge and spin) is 121.99 kJ/mol.

Last column: natural (NBO) charge in e.
Element x y z (Å)
C (2.0698, -3.5816, 1.7119)  -0.22
O (2.0102, -2.4223, 0.9639)  -1.01
H (3.0709, -4.0958, 1.5733)  0.08
H (1.7538, -3.3300, 2.7313)  0.09
H (1.3270, -4.3368, 1.4267)  0.07
C (-1.9386, 1.2763, -0.0436)  -0.61
C (-0.6159, 1.9580, -0.3804)  -0.41
C (-0.1483, 1.6444, -1.7867)  -0.62
H (-2.2237, 0.4808, -0.7715)  0.20
H (-2.8067, 1.8416, -0.1834)  0.19
H (-1.8908, 0.9067, 1.0106)  0.22
H (0.2057, 1.7459, 0.3679)  0.22
H (-0.9172, 3.0376, -0.1572)  0.18
H (0.4237, 2.4841, -2.1279)  0.20
H (0.6345, 0.8797, -1.7720)  0.24
H (-0.9544, 1.5114, -2.5629)  0.19



Below is a 3-piece molecular cluster, C4NO4S4 overall at a distorted geometry, with properties calculated with ωB97M-V with the def2-TZVPD basis set.

The total charge is +1. The value obtained for the LUMO energy (spin up / spin down) is -6.8 / -9.5 eV. Its multiplicity is 3. As for the expectation value of S²: 2.036.

Last column: Löwdin spin population.
Element x y z (Å)
C (-0.1715, 0.6771, -0.5877)  0.11
C (0.2230, 2.0385, 0.0003)  0.11
C (-5.6965, -0.9794, 0.6578)  0.00
C (5.4102, -1.5926, 0.8992)  0.01
N (2.3026, 0.8171, -0.8171)  0.66
O (-1.2977, 0.3980, -0.7898)  0.35
O (-0.4261, 2.8669, 0.5648)  0.33
O (-5.6069, 0.1358, 0.4599)  0.00
O (6.2899, -1.8909, 1.5904)  0.01
S (1.1925, -0.3295, -0.9384)  0.14
S (2.0480, 2.3100, -0.3562)  0.26
S (-5.8056, -2.5174, 0.8311)  0.00
S (4.1437, -1.1117, 0.1237)  0.02



Below is a 2-piece molecular cluster, CHNO3S overall at a distorted geometry, with properties calculated with ωB97M-V with the def2-TZVPD basis set.

The total charge is -2. The value obtained for the LUMO energy is 5.5 eV. Its relative energy (zero: lowest compared OMol25 entry of this formula, charge and spin) is 73.09 kJ/mol.

Last column: natural (NBO) charge in e.
Element x y z (Å)
C (-0.9411, 0.9570, 1.0020)  0.27
N (-8.6283, 1.6296, -0.6819)  0.21
O (-8.5433, 2.7885, -0.1741)  -0.60
O (-9.3864, 0.7630, -0.1238)  -0.62
O (-1.5976, 0.0746, 1.4194)  -0.63
S (0.7539, 0.7977, 0.4057)  -0.72
H (-1.1929, 1.9499, 0.9844)  0.07



Below is a 8-piece molecular cluster, C20H54N2O8 overall at a distorted geometry, with properties calculated with ωB97M-V with the def2-TZVPD basis set.

The value obtained for the LUMO energy is 0.3 eV. Its relative energy (zero: lowest compared OMol25 entry of this formula, charge and spin) is 102.93 kJ/mol. The structure (SMILES) is CC1(C)CCCC(C)(C)N1O.CC1(C)CCCC(C)(C)N1O.CO.CO.O.O.O.O.

Last column: Löwdin charge in e.
Element x y z (Å)
C (-0.7531, 0.8589, 3.1333)  -0.13
O (-0.3351, 2.2315, 3.0361)  -0.14
H (0.0053, 0.3193, 3.7131)  0.07
H (-1.6866, 0.7916, 3.6978)  0.09
H (-0.8361, 0.4241, 2.1383)  0.06
H (-0.7172, 2.6595, 3.8063)  0.08
C (-0.0331, 2.2865, -0.2019)  -0.14
O (0.3648, 1.1257, -0.9089)  -0.17
H (0.0307, 3.1320, -0.8864)  0.09
H (-1.0837, 2.3396, 0.1080)  0.05
H (0.4424, 2.3631, 0.7751)  0.07
H (-0.3359, 0.4364, -0.7814)  0.04
O (-3.1625, 3.2456, 1.3722)  -0.06
H (-2.3538, 2.7256, 1.4514)  -0.01
H (-3.0264, 3.7970, 0.5942)  0.04
O (3.0230, 3.1675, -1.3280)  -0.06
H (2.6397, 3.9680, -1.7004)  0.03
H (2.3543, 2.4844, -1.4653)  0.00
O (-1.4652, -0.7055, -0.2106)  -0.03
H (-1.4677, -1.4983, 0.3369)  0.07
H (-2.4002, -0.4610, -0.3062)  0.03
O (2.2000, 0.1341, -2.6247)  -0.08
H (1.5576, 0.4723, -1.9524)  -0.01
H (2.5855, -0.6535, -2.2292)  0.01
C (-6.7218, -0.3217, -1.8187)  -0.02
C (-5.3470, -0.9871, -2.0178)  -0.51
C (-5.2675, -1.6607, -3.3979)  -0.15
C (-5.3559, -0.6904, -4.5748)  -0.17
C (-4.0943, 0.1841, -4.4666)  -0.14
C (-3.9065, 0.8654, -3.1172)  -0.48
N (-4.2725, -0.0029, -1.9739)  -0.11
O (-4.1355, 0.6721, -0.7394)  -0.03
C (-2.3849, 1.1156, -3.0109)  -0.03
C (-4.5924, 2.2412, -3.0313)  -0.02
C (-5.1035, -2.1236, -1.0163)  -0.02
H (-7.2208, 0.2289, -2.6191)  0.07
H (-6.7021, 0.4157, -1.0109)  0.08
H (-7.4250, -1.1196, -1.5621)  0.08
H (-4.3674, -2.2677, -3.5273)  0.12
H (-6.0837, -2.3846, -3.5084)  0.13
H (-6.2575, -0.0939, -4.3743)  0.10
H (-5.5741, -1.1284, -5.5463)  0.11
H (-4.0889, 0.9103, -5.2786)  0.12
H (-3.3204, -0.5736, -4.6212)  0.12
H (-1.9960, 1.4375, -3.9833)  0.09
H (-2.1053, 1.9349, -2.3489)  0.07
H (-1.8558, 0.1935, -2.7798)  0.09
H (-4.6753, 2.7765, -3.9789)  0.09
H (-5.6309, 2.2009, -2.6860)  0.08
H (-3.9945, 2.8673, -2.3710)  0.07
H (-4.3311, -2.7983, -1.3789)  0.08
H (-6.0324, -2.6889, -0.9361)  0.08
H (-4.8094, -1.7398, -0.0389)  0.08
H (-4.8434, 1.3398, -0.7413)  0.09
C (2.6291, -1.4971, 2.6884)  -0.02
C (3.7781, -0.9401, 1.8480)  -0.51
C (4.0970, 0.5095, 2.2790)  -0.13
C (4.9670, 0.5846, 3.5354)  -0.18
C (6.2252, -0.2360, 3.3661)  -0.14
C (6.0637, -1.6556, 2.8307)  -0.50
N (4.9877, -1.7529, 1.8351)  -0.13
O (4.8755, -3.0578, 1.3475)  -0.01
C (7.3603, -2.0881, 2.0810)  -0.03
C (5.8454, -2.6200, 4.0124)  -0.03
C (3.3397, -0.7720, 0.4062)  -0.05
H (2.8219, -1.4962, 3.7633)  0.07
H (2.3915, -2.5151, 2.3798)  0.09
H (1.7846, -0.8195, 2.5501)  0.06
H (4.7321, 0.9778, 1.5211)  0.12
H (3.1681, 1.0752, 2.3420)  0.12
H (4.3537, 0.1666, 4.3497)  0.10
H (5.1199, 1.6073, 3.8816)  0.11
H (6.6062, -0.2629, 4.3926)  0.12
H (6.9679, 0.3147, 2.7820)  0.12
H (8.2553, -1.7170, 2.5797)  0.08
H (7.4507, -3.1489, 1.8634)  0.07
H (7.2520, -1.5913, 1.1123)  0.09
H (4.8970, -2.3296, 4.4761)  0.07
H (5.6830, -3.6570, 3.7127)  0.08
H (6.7011, -2.6119, 4.6854)  0.08
H (2.4363, -0.1621, 0.2628)  0.08
H (3.2775, -1.7002, -0.1696)  0.08
H (3.9398, -0.0950, -0.2166)  0.09
H (4.9417, -2.9562, 0.3903)  0.10



Below is C6HAuO6 as an isolated structure at a distorted geometry, with properties calculated with ωB97M-V with the def2-TZVPD basis set.

The total charge is +2. The value obtained for the LUMO energy (spin up / spin down) is -9.7 / -13.4 eV. Its relative energy (zero: lowest compared OMol25 entry of this formula, charge and spin) is 84.48 kJ/mol. Its multiplicity is 3. As for the expectation value of S²: 2.010.

Last column: Löwdin spin population.
Element x y z (Å)
O (-0.3777, 5.4613, -0.8178)  0.00
C (-0.2635, 4.4600, -1.3709)  0.00
Au (0.0701, -0.2039, 0.4118)  0.66
O (0.5401, 0.6319, 3.2170)  0.06
C (0.3728, 0.1292, 2.1909)  0.16
C (0.2294, -3.1098, 0.6443)  0.03
O (0.2650, -4.2123, 0.6872)  0.00
C (-0.3932, -1.2742, -1.8401)  0.32
O (-0.5679, -1.9926, -2.7178)  0.03
C (-1.9925, -0.3019, 0.5880)  0.17
O (-3.1203, -0.1146, 0.5688)  0.03
H (-0.0749, 0.4099, -1.0783)  0.31
O (3.1724, 0.2383, -0.4138)  0.04
C (2.1403, -0.1213, -0.0694)  0.19



Please write out number 4 again, unchanged.
Below is a 2-piece molecular cluster, CHNO3S overall at a distorted geometry, with properties calculated with ωB97M-V with the def2-TZVPD basis set.

The total charge is -2. The value obtained for the LUMO energy is 5.5 eV. Its relative energy (zero: lowest compared OMol25 entry of this formula, charge and spin) is 73.09 kJ/mol.

Last column: natural (NBO) charge in e.
Element x y z (Å)
C (-0.9411, 0.9570, 1.0020)  0.27
N (-8.6283, 1.6296, -0.6819)  0.21
O (-8.5433, 2.7885, -0.1741)  -0.60
O (-9.3864, 0.7630, -0.1238)  -0.62
O (-1.5976, 0.0746, 1.4194)  -0.63
S (0.7539, 0.7977, 0.4057)  -0.72
H (-1.1929, 1.9499, 0.9844)  0.07